[1]
19
Properties=species:S:1:pos:R:3 method="wB97M-V/def2-TZVPD" relative_energy_ev=2.001 total_charge=+1 orbital_gap_ev=10.67 energy_ha=-465.987589
Li -0.137 -0.363 0.091
O 1.790 -1.264 0.029
H 2.200 -1.564 -0.715
H 1.629 -2.034 0.618
O 0.372 3.031 -0.263
H 0.287 2.485 0.637
H 0.605 3.938 -0.032
O -0.970 -2.218 0.928
H -1.886 -2.207 1.122
H -0.691 -3.082 1.141
O 0.151 -0.303 -2.193
H -0.475 0.168 -2.860
H 0.664 -0.810 -2.647
O -2.163 0.391 -0.260
H -2.531 1.406 -0.520
H -2.736 -0.247 0.045
O 0.893 0.865 1.441
H 1.820 0.777 1.080
H 1.178 1.034 2.358


[2]
18
Properties=species:S:1:pos:R:3 method="wB97M-V/def2-TZVPD" relative_energy_ev=0.139 s2=2.004 orbital_gap_ev="6.87 / 7.60" energy_ha=-1274.503427 spin_multiplicity=3
N 1.799 -1.230 0.905
N -0.220 1.761 -1.296
Si -3.570 -0.177 -0.466
Si 3.153 -0.847 0.043
Si -1.426 -0.688 0.210
Si -0.343 1.302 0.382
H 0.814 -1.196 0.566
H 1.932 -1.084 1.919
H -0.524 2.680 -1.580
H 0.724 1.631 -1.610
H -4.356 -0.997 0.544
H -3.727 1.219 -0.092
H -4.070 -0.753 -1.685
H 2.633 -0.632 -1.289
H 3.826 0.304 0.760
H 4.114 -1.909 0.006
H -1.500 -1.462 1.522
H 0.743 2.080 1.165


[3]
18
Properties=species:S:1:pos:R:3 method="wB97M-V/def2-TZVPD" relative_energy_ev=0.850 total_charge=-1 s2=0.753 orbital_gap_ev="7.41 / 4.54" energy_ha=-781.523426 spin_multiplicity=2
S 2.343 -0.278 -0.253
H 3.577 -0.697 0.056
H 0.223 1.785 0.406
H -3.213 0.439 0.354
H -1.858 0.456 -0.802
O -2.319 0.092 0.413
H 0.160 -1.857 0.813
H -1.355 -1.265 0.717
O -0.761 -2.004 1.010
H -2.244 0.684 -2.376
H 0.439 2.364 -0.006
O -1.457 0.756 -1.825
H 1.858 0.681 2.109
H 2.318 0.580 3.568
O 1.701 1.035 2.993
H 0.937 -0.789 -2.203
H -0.559 -0.707 -2.377
O 0.209 -1.275 -2.598


[4]
18
Properties=species:S:1:pos:R:3 method="wB97M-V/def2-TZVPD" relative_energy_ev=1.103 smiles=O.O.O.O.O.O orbital_gap_ev=10.99 energy_ha=-458.631932
O 0.735 2.748 1.189
H 1.383 3.339 1.588
H 1.166 1.883 1.152
O -1.007 -3.311 -0.811
H -1.459 -2.787 -1.484
H -1.667 -3.944 -0.507
O -2.193 0.863 1.359
H -1.997 1.802 1.272
H -1.377 0.424 1.076
O 0.395 -0.163 0.312
H -0.220 -0.875 0.094
H 1.273 -0.590 0.245
O -0.223 2.547 -1.742
H 0.011 3.443 -2.004
H -0.091 2.532 -0.781
O 2.029 -2.466 -0.089
H 1.254 -2.977 0.185
H 1.988 -2.467 -1.053


[5]
18
Properties=species:S:1:pos:R:3 method="wB97M-V/def2-TZVPD" relative_energy_ev=1.695 smiles=O.O.O.O.O.O orbital_gap_ev=11.05 energy_ha=-458.610169
O 1.276 -0.443 0.762
H 1.250 -0.425 -0.201
H 1.562 -1.339 0.972
O -2.101 0.520 -1.626
H -2.624 0.954 -2.309
H -2.633 0.615 -0.828
O -2.514 0.134 3.115
H -1.869 -0.580 3.061
H -3.189 -0.206 3.714
O 4.056 -2.218 -0.136
H 4.485 -1.362 -0.023
H 4.202 -2.666 0.705
O 0.220 0.412 -2.463
H 0.784 1.065 -2.894
H -0.594 0.892 -2.276
O -0.931 1.634 0.189
H -0.159 1.060 0.250
H -1.261 1.680 1.094


[6]
18
Properties=species:S:1:pos:R:3 method="wB97M-V/def2-TZVPD" relative_energy_ev=1.749 smiles=O.O.O.O.O.O orbital_gap_ev=11.99 energy_ha=-458.608192
O 0.011 0.237 1.085
H 0.954 0.078 1.112
H -0.365 -0.598 0.805
O 4.364 -0.629 1.345
H 4.961 -0.727 0.604
H 4.890 -0.202 2.021
O 0.370 -2.586 -4.225
H -0.410 -2.793 -3.709
H 0.058 -1.984 -4.900
O -3.348 -3.860 -1.566
H -3.570 -4.313 -0.752
H -4.190 -3.565 -1.913
O 0.321 4.842 -1.979
H 0.036 5.738 -1.795
H -0.089 4.315 -1.293
O -1.576 2.315 5.105
H -1.132 1.799 5.777
H -1.285 1.933 4.277


[7]
18
Properties=species:S:1:pos:R:3 method="wB97M-V/def2-TZVPD" relative_energy_ev=2.101 smiles=O.O.O.O.O.O orbital_gap_ev=10.64 energy_ha=-458.595262
O -1.655 1.392 -0.025
H -1.916 0.843 -0.777
H -2.321 2.040 -0.172
O 0.753 0.233 0.318
H -0.108 0.621 0.476
H 1.102 0.641 -0.505
O 0.772 1.851 -2.839
H 0.275 2.607 -3.109
H -0.067 1.397 -2.719
O 1.963 -1.690 -2.392
H 2.087 -1.570 -1.340
H 1.204 -2.265 -2.397
O -0.960 -0.123 3.443
H -0.150 0.116 3.064
H -0.744 -0.028 4.392
O 0.010 -2.363 1.469
H -0.624 -2.001 2.143
H 0.380 -1.700 0.971